{
  "formula": "C27H43NOP2Si2Ti",
  "method": "ωB97M-V/def2-TZVPD",
  "lumo_ha": [-0.3141, -0.3143],
  "charge": 2,
  "multiplicity": 1,
  "homo_energy_ev": [-13.06, -13.05],
  "gap_ev": [4.517, 4.498],
  "species": ["C", "C", "C", "C", "C", "C", "C", "C", "C", "C", "C", "C", "C", "H", "H", "H", "H", "H", "H", "H", "N", "Ti", "C", "H", "H", "C", "H", "H", "P", "P", "C", "H", "H", "H", "C", "H", "H", "H", "C", "H", "H", "H", "C", "H", "H", "H", "C", "O", "H", "C", "Si", "C", "C", "C", "Si", "C", "C", "C", "H", "H", "H", "H", "H", "H", "H", "H", "H", "H", "H", "H", "H", "H", "H", "H", "H", "H", "H"],
  "coordinates": [[3.04213, -2.48480, -2.34372], [2.34854, -1.29771, -2.10149], [0.93382, -1.36033, -2.02467], [0.26021, -2.58915, -2.10536], [0.98060, -3.76171, -2.34038], [2.36544, -3.70382, -2.46509], [-1.17996, -2.55247, -1.70748], [-1.88242, -1.35525, -2.26128], [-1.13996, -0.16581, -2.27377], [-1.72607, 1.05749, -2.68356], [-3.08118, 1.05351, -3.01457], [-3.83528, -0.12435, -2.95082], [-3.24235, -1.32609, -2.57490], [4.12870, -2.44100, -2.43428], [0.44101, -4.70733, -2.42397], [2.93523, -4.61301, -2.65485], [-1.69825, -3.48149, -1.95594], [-3.54446, 1.99317, -3.31922], [-4.89465, -0.09420, -3.20330], [-3.81673, -2.25368, -2.52494], [0.18560, -0.20244, -1.82933], [0.30772, 0.66998, 0.14318], [3.05292, 0.02583, -1.91805], [2.69679, 0.77556, -2.64279], [4.13691, -0.10256, -2.04406], [-0.88225, 2.30718, -2.73307], [0.01864, 2.16122, -3.35087], [-1.46344, 3.14415, -3.14350], [2.80067, 0.74983, -0.22352], [-0.27999, 2.83409, -1.06169], [-1.60231, 3.98432, -0.56134], [-1.39326, 4.34358, 0.45355], [-1.62049, 4.84220, -1.24758], [-2.57877, 3.48853, -0.56933], [1.02323, 4.02710, -1.52340], [0.55774, 4.94348, -1.91433], [1.61081, 4.27964, -0.63208], [1.68630, 3.60237, -2.28726], [3.91193, -0.28430, 0.78346], [4.86979, -0.40711, 0.25723], [4.09456, 0.21274, 1.74504], [3.47763, -1.27205, 0.97308], [3.76491, 2.29097, -0.35369], [3.60148, 2.88793, 0.55236], [4.83372, 2.04683, -0.43847], [3.45997, 2.88121, -1.22537], [0.87901, 2.11644, 1.50404], [1.22215, 2.94072, 2.26787], [-1.15233, -2.35951, -0.55573], [-1.64151, 0.69417, 4.04643], [-2.17220, 0.27350, 2.28943], [-3.60738, -0.95026, 2.31781], [-2.87876, 1.84774, 1.57483], [-0.81043, -0.53627, 1.27123], [0.32486, -1.67219, 2.24574], [-0.74567, -2.80941, 3.31588], [1.32565, -2.80755, 1.12490], [1.49418, -0.78032, 3.41736], [-2.51283, 1.14033, 4.54969], [-0.83574, 1.44118, 4.05168], [-1.32064, -0.16952, 4.64067], [-4.41704, -0.53193, 2.93293], [-3.99668, -1.09838, 1.30023], [-3.33299, -1.92901, 2.72848], [-2.19191, 2.69608, 1.67723], [-3.16079, 1.73261, 0.52089], [-3.79174, 2.09711, 2.14049], [-1.32079, -1.08326, 0.45129], [-1.47422, -3.36023, 2.70563], [-0.08009, -3.54764, 3.78822], [-1.29083, -2.29447, 4.11721], [1.73227, -2.32815, 0.22131], [2.16260, -3.23977, 1.69464], [0.69382, -3.64092, 0.78434], [2.31383, -0.26570, 2.90248], [0.98301, -0.05066, 4.05634], [1.93799, -1.54702, 4.07190]],
  "forces_ev_per_a": [[-0.10, -0.01, 0.24], [-0.62, -0.14, -0.18], [0.87, -0.74, -0.32], [0.72, 0.00, 0.09], [-0.14, 0.38, -0.08], [0.27, 0.05, -0.12], [-0.04, 0.22, 1.18], [-0.58, 0.37, 0.18], [-0.57, 0.12, 0.24], [-0.04, -0.46, 0.26], [0.12, 0.03, 0.11], [-0.05, 0.17, -0.07], [0.35, -0.02, -0.21], [-0.26, -0.14, 0.02], [0.25, 0.21, 0.08], [-0.16, 0.24, 0.04], [0.01, 0.11, 0.34], [0.02, -0.30, 0.01], [0.27, -0.01, 0.07], [0.09, 0.33, -0.05], [1.01, 2.02, 2.23], [-2.51, -3.33, -3.35], [-0.49, -0.22, -0.22], [0.06, -0.19, 0.18], [-0.22, 0.15, 0.07], [0.10, -0.31, 0.04], [-0.30, -0.05, 0.14], [0.20, -0.13, 0.11], [1.87, -0.83, -0.93], [-1.08, 1.26, -1.69], [-0.09, 0.00, 0.54], [-0.21, 0.09, -0.21], [0.10, -0.32, 0.13], [0.27, 0.13, 0.02], [0.52, -0.11, 0.42], [0.09, -0.37, 0.11], [-0.02, 0.17, -0.28], [-0.17, 0.10, 0.20], [-0.08, -0.11, 0.46], [-0.31, 0.12, 0.08], [0.05, -0.16, -0.20], [0.13, 0.24, -0.06], [-0.31, 0.46, 0.28], [0.24, 0.02, -0.20], [-0.36, -0.02, 0.04], [0.12, -0.20, 0.24], [2.62, 5.53, 5.48], [-1.85, -4.11, -3.93], [-0.26, -1.03, -1.73], [0.13, 0.00, -0.21], [-1.35, -0.28, 1.17], [0.23, 0.03, -0.13], [0.18, 0.16, -0.24], [0.88, 1.29, -0.98], [0.15, -1.53, 1.10], [0.00, 0.09, -0.13], [-0.06, 0.15, -0.21], [-0.08, 0.40, -0.17], [0.23, -0.08, -0.13], [-0.15, -0.09, 0.15], [-0.07, 0.24, -0.14], [0.18, -0.09, -0.14], [0.03, 0.00, 0.21], [-0.09, 0.23, -0.08], [-0.18, -0.05, -0.01], [-0.02, 0.04, 0.15], [0.31, -0.11, -0.15], [0.11, 0.21, 0.30], [0.17, 0.09, 0.13], [-0.12, 0.17, -0.13], [0.15, -0.12, -0.22], [-0.05, -0.24, 0.22], [-0.22, 0.12, -0.11], [0.16, 0.20, 0.06], [-0.04, -0.07, 0.19], [0.12, -0.17, -0.07], [-0.08, 0.22, -0.23]],
  "mulliken_charge": [-0.800, 0.458, 0.696, -0.026, -0.722, -0.955, -0.308, 0.015, 1.341, 0.053, -0.908, -0.963, -1.007, 0.462, 0.502, 0.413, 0.815, 0.460, 0.425, 0.511, -0.156, -2.286, -1.382, 0.382, 0.660, -1.060, 0.474, 0.624, 1.773, 1.517, -1.442, 0.443, 0.568, 0.318, -1.398, 0.547, 0.410, 0.348, -1.576, 0.573, 0.484, 0.225, -1.159, 0.406, 0.500, 0.332, 0.177, -0.245, -0.040, -0.979, 0.008, -1.155, -0.911, 2.282, 0.397, -1.158, -0.634, -0.812, 0.443, 0.317, 0.310, 0.430, 0.326, 0.341, 0.224, 0.199, 0.544, -1.431, 0.355, 0.436, 0.336, -0.206, 0.597, 0.401, 0.073, 0.343, 0.448]
}